Computed, not measured: a molecular structure, C26H30IN4O5Pt, with ωB97M-V/def2-TZVPD.

## Properties
Total charge = +3

Each line ends with the Löwdin charge.
Geometry (Å):
Pt -0.647 1.231 -0.513  1.33
C -1.408 0.926 4.069  0.00
C -0.039 1.334 3.630  -0.24
N 0.903 1.533 4.527  0.18
C 2.160 1.824 4.133  -0.03
C 2.563 1.914 2.821  -0.12
C 4.008 2.156 2.457  -0.17
O 4.163 3.334 1.667  -0.05
C 1.559 1.756 1.838  -0.07
C 1.932 1.929 0.464  0.00
N 1.323 1.473 -0.595  -0.09
C 2.032 1.552 -1.870  -0.27
C 3.419 1.696 -1.905  0.01
C 4.086 1.804 -3.113  0.00
C 3.398 1.729 -4.317  -0.02
C 2.029 1.522 -4.310  -0.11
C 1.384 1.428 -3.089  -0.57
I -0.659 1.063 -3.122  1.37
C 0.249 1.493 2.248  -0.23
O -0.792 1.394 1.419  -0.20
H -1.429 0.833 5.150  0.10
H -1.679 -0.028 3.610  0.09
H -2.162 1.650 3.755  0.09
H 2.878 1.976 4.931  0.14
H 4.377 1.329 1.847  0.13
H 4.618 2.178 3.359  0.14
H 4.326 4.096 2.233  0.12
H 2.857 2.477 0.313  0.12
H 4.002 1.706 -0.994  0.12
H 5.160 1.939 -3.108  0.14
H 3.923 1.810 -5.259  0.14
H 1.484 1.434 -5.241  0.12
C -5.343 3.454 -0.400  0.06
O -4.533 2.230 -0.390  0.09
C -3.258 2.260 -0.437  -0.52
O -2.646 1.154 -0.447  -0.11
N -2.567 3.413 -0.479  0.10
N -1.158 3.340 -0.509  0.01
H -6.367 3.107 -0.373  0.12
H -5.160 4.004 -1.323  0.11
H -5.126 4.041 0.491  0.12
H -3.015 4.319 -0.452  0.18
H -0.769 3.772 0.331  0.15
H -0.803 3.824 -1.334  0.14
C -0.484 -7.203 -0.486  0.00
C -0.646 -5.720 -0.477  -0.17
C 0.328 -4.898 0.110  0.03
C 0.223 -3.535 0.106  -0.14
C 1.297 -2.717 0.765  -0.01
C -0.931 -2.948 -0.530  -0.09
C -1.137 -1.591 -0.628  -0.12
O -0.297 -0.679 -0.216  -0.22
C -1.958 -3.788 -1.105  -0.16
C -3.206 -3.231 -1.746  -0.02
C -1.783 -5.141 -1.062  0.03
H 0.349 -7.531 0.129  0.09
H -0.312 -7.539 -1.513  0.12
H -1.400 -7.691 -0.151  0.11
H 1.181 -5.361 0.590  0.14
H 1.972 -3.366 1.316  0.10
H 0.877 -1.982 1.454  0.09
H 1.878 -2.167 0.019  0.10
H -2.071 -1.248 -1.065  0.10
H -2.980 -2.545 -2.565  0.09
H -3.827 -2.702 -1.019  0.10
H -3.805 -4.038 -2.157  0.10
H -2.540 -5.789 -1.487  0.14


Computed, not measured: a molecular structure, C20H22BN2O, with ωB97M-V/def2-TZVPD.

## Properties
Total charge = +1

Each line ends with the Löwdin charge.
Geometry (Å):
C 5.708 -2.317 -1.475  -0.06
C 5.105 -1.372 -2.319  -0.06
C 4.009 -0.609 -1.894  -0.01
C 3.465 -0.785 -0.595  -0.14
C 2.293 -0.060 -0.132  -0.15
O 2.092 -0.204 1.218  0.07
C 1.076 0.517 1.853  -0.16
C 0.339 1.492 1.163  -0.20
C -0.493 2.375 1.899  -0.01
C -0.527 2.262 3.290  -0.06
C 0.222 1.279 3.952  -0.04
C 1.026 0.393 3.244  0.03
C 0.464 1.547 -0.265  -0.09
C 1.412 0.681 -0.901  0.01
C 4.168 -1.668 0.278  -0.01
C 5.242 -2.440 -0.157  -0.06
H 6.537 -2.928 -1.827  0.11
H 5.498 -1.210 -3.329  0.11
H 3.596 0.174 -2.537  0.11
H -1.075 3.128 1.355  0.14
H -1.121 2.972 3.879  0.12
H 0.198 1.233 5.054  0.13
H 1.670 -0.317 3.757  0.13
H 0.214 2.548 -0.733  0.16
H 1.472 0.708 -2.001  0.14
H 3.891 -1.713 1.328  0.11
H 5.734 -3.127 0.543  0.11
H -0.665 0.961 -0.790  0.04
B -1.872 1.005 -1.446  -0.19
H -2.185 2.227 -1.354  0.08
H -1.547 0.614 -2.586  0.07
C -3.058 0.103 -0.943  -0.15
N -4.276 -0.239 -1.452  -0.08
C -4.851 0.215 -2.692  0.01
C -4.930 -1.115 -0.624  -0.01
C -4.111 -1.315 0.448  -0.01
N -2.982 -0.577 0.225  -0.08
C -1.854 -0.504 1.109  0.01
H -5.811 -0.303 -2.743  0.10
H -5.009 1.301 -2.691  0.11
H -4.219 -0.064 -3.545  0.11
H -5.895 -1.502 -0.878  0.13
H -4.222 -1.908 1.331  0.13
H -2.027 -1.233 1.904  0.12
H -0.940 -0.727 0.556  0.11
H -1.762 0.504 1.522  0.09


Computed, not measured: 7 unconnected molecules or ions with the total composition C12H39NO9, with ωB97M-V/def2-TZVPD.

## Properties
SMILES = COC[C@H](C)N.OCCO.OCCO.CO.CO.CO.CO

Each line ends with the Löwdin charge.
Geometry (Å):
C -1.416 -6.899 -1.053  -0.11
O -2.125 -6.226 -2.075  -0.19
C -1.371 -5.270 -2.788  -0.20
C -1.419 -3.896 -2.085  -0.42
C -2.793 -3.215 -2.233  -0.06
N -0.341 -3.057 -2.583  0.04
H -1.303 -6.294 -0.156  0.08
H -0.450 -7.235 -1.444  0.09
H -1.970 -7.818 -0.864  0.09
H -0.308 -5.537 -2.841  0.11
H -1.782 -5.225 -3.799  0.13
H -1.283 -4.042 -1.013  0.13
H -2.917 -2.610 -3.134  0.07
H -2.876 -2.438 -1.459  0.07
H -3.621 -3.905 -2.063  0.08
H -0.553 -2.588 -3.461  0.07
H -0.205 -2.243 -1.982  0.03
O -0.159 1.881 1.947  -0.07
C -0.593 0.617 1.510  -0.24
C 0.469 -0.009 0.629  -0.26
O 0.120 -1.331 0.202  -0.08
H -0.715 2.121 2.704  0.05
H -0.763 -0.069 2.352  0.12
H -1.504 0.658 0.900  0.13
H 1.462 0.004 1.096  0.13
H 0.632 0.601 -0.266  0.09
H 0.233 -1.852 1.008  0.10
O 2.239 6.116 2.956  -0.06
C 1.736 4.798 2.812  -0.25
C 2.756 3.773 2.320  -0.26
O 3.887 3.628 3.153  -0.05
H 2.897 6.277 2.272  0.09
H 1.396 4.497 3.811  0.12
H 0.836 4.797 2.187  0.11
H 3.106 4.128 1.348  0.11
H 2.176 2.854 2.189  0.10
H 3.585 3.160 3.939  0.09
C -2.066 3.492 5.204  -0.10
O -1.351 2.402 4.554  -0.15
H -2.216 4.268 4.454  0.08
H -3.013 3.103 5.571  0.08
H -1.426 3.938 5.967  0.08
H -1.497 1.649 5.134  0.08
C 3.047 -2.043 -1.840  -0.14
O 2.709 -0.728 -1.355  -0.14
H 3.000 -2.847 -1.102  0.08
H 2.348 -2.243 -2.652  0.06
H 4.083 -1.914 -2.150  0.08
H 1.812 -0.787 -1.006  0.00
C -1.300 0.435 -2.851  -0.17
O -2.667 0.620 -2.593  -0.10
H -0.806 1.369 -3.114  0.07
H -0.828 -0.060 -1.999  0.06
H -1.049 -0.317 -3.614  0.07
H -3.158 0.689 -3.416  0.08
C 0.866 3.460 -1.198  -0.16
O 2.084 4.122 -1.500  -0.11
H -0.015 4.049 -1.440  0.09
H 0.767 2.487 -1.698  0.06
H 0.829 3.204 -0.128  0.06
H 2.782 3.500 -1.268  0.07


Computed, not measured: 4 unconnected molecules or ions with the total composition C3H13NO3, with ωB97M-V/def2-TZVPD.

## Properties
SMILES = C=CCN.O.O.O

Each line ends with the Löwdin charge.
Geometry (Å):
C -0.825 1.924 0.688  0.01
C -0.566 0.917 -0.148  -0.22
C -1.565 -0.042 -0.715  -0.26
N -1.196 -1.396 -0.161  -0.02
H -0.063 2.695 0.719  0.05
H -1.536 1.767 1.485  0.06
H 0.367 0.939 -0.699  0.08
H -2.577 0.179 -0.380  0.11
H -1.475 -0.143 -1.786  0.08
H -1.938 -2.066 -0.358  0.06
H -0.487 -1.768 -0.795  0.06
O -0.292 1.470 -2.971  -0.06
H 0.010 1.784 -3.831  0.05
H -0.771 2.210 -2.582  0.05
O 2.996 -0.173 3.066  -0.07
H 2.326 -0.581 3.626  0.04
H 2.622 -0.348 2.190  0.01
O 1.553 -2.666 1.198  -0.06
H 2.430 -2.609 0.797  0.04
H 0.989 -2.095 0.657  -0.01


Number 1: E_HOMO -16.53 eV, HOMO-LUMO gap 6.08 eV, E -2019.9694 Ha. Number 2: E_HOMO -11.40 eV, HOMO-LUMO gap 7.56 eV, E -984.6339 Ha. Number 3: E_HOMO -9.18 eV, HOMO-LUMO gap 9.38 eV, E -1212.3660 Ha. Number 4: E_HOMO -9.60 eV, HOMO-LUMO gap 10.11 eV, E -402.5116 Ha.